Molecular formula: C26H35N3O2
Method: DFT, the ωB97M-V functional and the def2-TZVPD basis

Last column: Mulliken charge in e.
CARTESIAN COORDINATES (ANGSTROEM)
C 3.81 -3.01 2.99  -0.811
C 2.98 -3.21 1.99  -0.128
C 1.95 -2.21 1.53  -0.583
O 1.57 -2.35 0.18  -0.356
C 2.43 -1.95 -0.79  1.001
C 3.78 -1.67 -0.57  -0.345
C 4.60 -1.31 -1.63  -0.864
C 4.09 -1.24 -2.92  -0.740
C 2.75 -1.51 -3.14  -0.420
C 1.91 -1.86 -2.09  -0.327
C 0.45 -2.10 -2.34  -0.275
N -0.10 -1.13 -3.28  0.190
C -1.44 -1.43 -3.71  -1.042
C -2.51 -1.16 -2.64  -0.553
C -2.41 0.29 -2.19  -0.994
C -0.99 0.63 -1.72  2.687
C -0.91 2.11 -1.36  -1.127
C 0.41 2.54 -0.70  -1.208
C 0.67 1.79 0.60  0.321
O 1.37 0.80 0.63  -0.468
N 0.08 2.28 1.72  0.333
C -0.70 3.49 1.79  -1.115
C 0.29 1.53 2.95  -1.357
C -0.67 0.33 3.04  0.076
C -2.09 0.78 2.94  -0.045
C -2.87 0.48 1.83  0.123
C -4.17 0.95 1.77  -0.648
C -4.66 1.71 2.82  -0.407
C -3.80 1.95 3.89  -0.397
N -2.56 1.51 3.95  -0.491
C 0.01 0.25 -2.82  -2.175
H 4.51 -3.76 3.31  0.298
H 3.83 -2.08 3.54  0.279
H 2.97 -4.14 1.44  0.338
H 2.28 -1.18 1.72  0.345
H 1.02 -2.38 2.09  0.314
H 4.19 -1.73 0.42  0.389
H 5.64 -1.10 -1.44  0.393
H 4.74 -0.97 -3.74  0.406
H 2.33 -1.44 -4.13  0.419
H 0.32 -3.09 -2.80  0.481
H -0.07 -2.12 -1.37  0.284
H -1.48 -2.48 -4.03  0.484
H -1.65 -0.81 -4.58  0.415
H -2.34 -1.83 -1.79  0.261
H -3.50 -1.37 -3.04  0.473
H -3.13 0.49 -1.39  0.231
H -2.66 0.94 -3.03  0.398
H -0.75 0.04 -0.83  -0.629
H -1.74 2.35 -0.70  0.249
H -1.04 2.70 -2.27  0.494
H 0.41 3.61 -0.53  0.495
H 1.24 2.30 -1.37  0.420
H -0.06 4.37 1.71  0.364
H -1.45 3.53 1.00  0.294
H -1.21 3.52 2.75  0.421
H 1.32 1.16 2.96  0.506
H 0.13 2.20 3.80  0.549
H -0.43 -0.36 2.24  -0.250
H -0.51 -0.16 4.00  0.582
H -2.46 -0.12 1.03  0.464
H -4.80 0.73 0.92  0.449
H -5.66 2.09 2.82  0.414
H -4.13 2.54 4.74  0.399
H 1.03 0.40 -2.48  0.535
H -0.17 0.89 -3.70  0.180

Calculated values
- E: -1326.47965 hartree
- Gap between HOMO and LUMO: 0.3207 hartree
- SMILES: C=CCOc1ccccc1CN1CCC[C@H](CCC(=O)N(C)CCc2ccccn2)C1
- Total charge: 0